{
  "formula": "C23H19Br2O2PV",
  "method": "ωB97M-V with the def2-TZVPD basis set",
  "multiplicity": 2,
  "lumo_ev": [-7.50, -7.02],
  "gap_ev": [6.20, 6.64],
  "largest_force_ev_per_a": 3.43,
  "total_charge": 2,
  "elements": ["V", "Br", "C", "Br", "H", "H", "O", "C", "O", "C", "P", "C", "C", "C", "C", "C", "C", "C", "C", "C", "C", "C", "C", "H", "H", "H", "H", "H", "H", "H", "H", "H", "H", "H", "H", "C", "C", "C", "C", "C", "C", "C", "C", "H", "H", "H", "H", "H"],
  "positions_angstrom": [[-0.33915, 0.18376, 3.01175], [-0.53009, -1.04637, 5.23209], [-2.24573, -0.16300, 5.51655], [-2.53724, 0.84607, 3.87245], [-2.17594, 0.50819, 6.37269], [-3.03844, -0.90391, 5.63012], [-0.21624, 2.08202, 1.60809], [0.87532, 1.42266, 2.03176], [0.99610, 1.35600, 3.27218], [1.80436, 0.72863, 1.09436], [1.32145, -1.02176, 1.58571], [2.34819, -2.14862, 0.58941], [3.65382, -1.83350, 0.22725], [4.35375, -2.70644, -0.58900], [3.77456, -3.89647, -1.00444], [2.48756, -4.22308, -0.60248], [1.77098, -3.35896, 0.20400], [-0.33841, -1.20793, 0.83585], [-1.29220, -1.83803, 1.66339], [-2.58748, -2.03486, 1.19911], [-2.93372, -1.62377, -0.08006], [-1.98788, -1.02470, -0.90396], [-0.69542, -0.81252, -0.45413], [2.84617, 0.92311, 1.36245], [1.62860, 0.97621, 0.04375], [4.12231, -0.92178, 0.56539], [5.35623, -2.45389, -0.89835], [4.33634, -4.57887, -1.62394], [2.04047, -5.15234, -0.92127], [0.76977, -3.61793, 0.51819], [-0.96410, -2.31513, 2.59052], [-3.30883, -2.54512, 1.81977], [-3.93108, -1.80534, -0.44973], [-2.25705, -0.73672, -1.90839], [0.04327, -0.38352, -1.11916], [-0.42128, 2.36898, 0.34716], [-0.60925, 2.69960, -0.80478], [-0.83870, 3.13957, -2.11505], [-1.80772, 4.12832, -2.35862], [-2.03195, 4.55970, -3.64811], [-1.30265, 4.02164, -4.70194], [-0.33908, 3.04725, -4.46608], [-0.09712, 2.60875, -3.18367], [-2.35415, 4.55028, -1.53033], [-2.76870, 5.32354, -3.83965], [-1.47400, 4.36912, -5.70790], [0.22953, 2.64208, -5.28708], [0.66482, 1.86910, -2.99591]]
}